[1]
ORCA calculation (the ωB97M-V functional and the def2-TZVPD basis) on a cluster of 2 separate species, C9H14O in total.

Last columns: bonded neighbours and bond lengths (Å).
Geometry (Å):
1 C 0.001 -1.930 -3.006  C2 1.480, H9 1.093, H10 1.138, H11 1.091
2 C -0.117 -0.604 -2.359  C1 1.480, C3 1.366, C8 1.424
3 C -0.240 0.647 -2.894  C2 1.366, C4 1.394, H12 1.084
4 C -0.256 1.769 -2.068  C3 1.394, C5 1.364, H13 1.091
5 C -0.264 1.682 -0.707  C4 1.364, O6 1.367, C7 1.430
6 O -0.344 2.751 0.142  C5 1.367, H14 0.967
7 C -0.268 0.377 -0.122  C5 1.430, C8 1.381, H15 1.098
8 C -0.204 -0.731 -0.944  C2 1.424, C7 1.381, H16 1.078
9 H 0.100 -1.888 -4.093  C1 1.093
10 H -1.017 -2.437 -2.963  C1 1.138
11 H 0.734 -2.563 -2.502  C1 1.091
12 H -0.118 0.829 -3.956  C3 1.084
13 H -0.293 2.756 -2.530  C4 1.091
14 H 0.062 3.516 -0.287  O6 0.967
15 H -0.601 0.223 0.913  C7 1.098
16 H -0.434 -1.684 -0.498  C8 1.078
17 C 0.139 0.338 3.760  C18 1.524, H19 1.127, H20 1.077, H21 1.089
18 C 0.702 -0.945 3.161  C17 1.524, H22 1.075, H23 1.106, H24 1.090
19 H 0.009 0.238 4.875  C17 1.127
20 H 0.860 1.131 3.655  C17 1.077
21 H -0.924 0.430 3.541  C17 1.089
22 H 1.486 -0.810 2.438  C18 1.075
23 H -0.069 -1.437 2.539  C18 1.106
24 H 1.055 -1.659 3.905  C18 1.090

## Properties
Net charge: 0
LUMO energy (eV): 0.88
SMILES: Cc1ccc(O)cc1.CC
HOMO-LUMO gap (eV): 9.25

Taken from the Löwdin analysis, the atomic charges in e are: C -0.07; C -0.30; C -0.05; C -0.04; C -0.32; O 0.04; C 0.00; C -0.05; H 0.07; H 0.10; H 0.08; H 0.11; H 0.12; H 0.11; H 0.10; H 0.11; C -0.17; C -0.19; H 0.07; H 0.06; H 0.06; H 0.05; H 0.06; H 0.06

[2]
ORCA calculation (the ωB97M-V functional and the def2-TZVPD basis) on a cluster of 3 separate species, C4H13N2S in total.

Last columns: bonded neighbours and bond lengths (Å).
Geometry (Å):
1 N 3.698 -1.164 -0.196  H8 1.011, H9 1.006, H10 1.001
2 C -1.749 0.861 -1.201  C3 1.342, C5 1.475, H11 1.094
3 C -2.586 1.810 -1.648  C2 1.342, H12 1.080, H13 1.084
4 S 0.354 -1.805 -0.404  H14 1.338
5 C -0.908 1.059 -0.006  C2 1.475, N6 1.460, H15 1.095, H16 1.113
6 N -1.188 0.164 1.114  C5 1.460, C7 1.447, H17 1.039
7 C -0.088 -0.081 2.022  N6 1.447, H18 1.112, H19 1.096, H20 1.087
8 H 4.297 -0.726 -0.882  N1 1.011
9 H 2.809 -1.490 -0.536  N1 1.006
10 H 4.149 -1.834 0.398  N1 1.001
11 H -1.828 -0.154 -1.601  C2 1.094
12 H -3.115 1.705 -2.583  C3 1.080
13 H -2.706 2.687 -1.023  C3 1.084
14 H 0.620 -2.908 -1.112  S4 1.338
15 H -0.967 2.110 0.294  C5 1.095
16 H 0.158 0.855 -0.250  C5 1.113
17 H -1.454 -0.756 0.711  N6 1.039
18 H 0.865 -0.462 1.595  C7 1.112
19 H 0.099 0.880 2.516  C7 1.096
20 H -0.458 -0.752 2.793  C7 1.087

## Properties
Net charge: +1
LUMO energy (eV): -9.20
HOMO-LUMO gap (eV): 4.00

Taken from the Löwdin analysis, the atomic charges in e are: N 0.05; C -0.17; C 0.09; S 0.76; C -0.26; N 0.00; C -0.12; H 0.03; H -0.09; H 0.02; H 0.09; H 0.08; H 0.08; H -0.19; H 0.15; H 0.12; H 0.06; H 0.05; H 0.12; H 0.11